1.
Formula: C44H96N6O21
Source: the Open Molecules 2025 dataset
Level of theory: ωB97M-V with the def2-TZVPD basis set

Structure (ORCA input):
```
! wB97M-V def2-TZVPD RIJCOSX def2/J DEFGRID3
* xyz 0 1
C -2.7663 -3.3358 -0.4696
C -4.0804 -4.0095 -0.1502
C -4.1860 -5.5611 -0.3678
O -3.7924 -6.0252 0.9413
C -4.1127 -5.1023 1.8310
O -4.1871 -5.2842 3.0131
O -4.3471 -3.9766 1.2824
H -2.9238 -2.2747 -0.2091
H -2.5499 -3.3879 -1.5500
H -1.9381 -3.6341 0.1625
H -4.9102 -3.5614 -0.6500
H -3.4576 -5.9789 -1.1027
H -5.1823 -5.9142 -0.6344
C 0.0267 -0.6738 -4.4009
C -1.4568 -0.6284 -4.7464
C -2.0632 -1.9976 -5.1755
O -3.2048 -2.0478 -4.3325
C -3.1767 -1.0106 -3.4053
O -3.9393 -0.9090 -2.4836
O -2.2033 -0.1474 -3.6595
H 0.0357 -1.4192 -3.5959
H 0.3138 0.3474 -4.0262
H 0.7342 -0.8920 -5.1846
H -1.6646 0.1381 -5.5120
H -1.3645 -2.7845 -4.8192
H -2.2861 -2.0589 -6.2346
C -2.9211 -2.4905 5.2643
C -1.8669 -3.0663 4.3626
C -1.8598 -2.4931 2.9154
O -0.8703 -1.4527 3.0387
C -0.0004 -1.7454 4.0149
O 1.0531 -1.2200 4.1553
O -0.5260 -2.6925 4.7948
H -3.9161 -2.9308 5.0843
H -2.9526 -1.4140 5.1414
H -2.4747 -2.8081 6.2270
H -2.0533 -4.1474 4.3286
H -2.7890 -2.0343 2.5475
H -1.4792 -3.2932 2.2548
C 3.6737 0.5430 3.0314
C 2.5394 0.4956 2.0734
C 1.2412 1.1208 2.5947
O 1.2670 2.4350 2.0247
C 2.1731 2.4461 1.0471
O 2.3951 3.3110 0.2631
O 2.8449 1.2654 0.9578
H 4.0893 1.4888 3.2712
H 4.4501 -0.0468 2.5800
H 3.5443 -0.0124 3.9784
H 2.2993 -0.4755 1.6876
H 1.2070 1.2351 3.7063
H 0.2432 0.7179 2.2844
C -0.9200 3.2587 -2.4256
C -1.0440 2.4151 -1.2226
C -2.3673 1.6684 -0.7913
O -1.9135 0.3883 -0.3931
C -0.6740 0.2056 -0.8173
O -0.1529 -0.8914 -0.6435
O -0.1015 1.2903 -1.3140
H -1.1673 2.7609 -3.3490
H 0.0600 3.6704 -2.4169
H -1.6366 4.0882 -2.3521
H -0.6122 2.8650 -0.3439
H -3.1787 1.4966 -1.4996
H -2.7685 2.1984 0.0407
C 1.6902 3.2962 -5.8734
O 2.2926 4.3921 -5.2435
C 1.8285 5.5755 -5.8037
C 2.3692 6.6817 -4.9672
C 1.7422 6.7622 -3.5877
N 2.1010 7.9833 -5.5798
H 0.6283 3.4475 -6.0359
H 1.7844 2.3979 -5.2745
H 2.1684 3.0830 -6.8797
H 2.1824 5.6796 -6.8486
H 0.7401 5.6197 -5.8214
H 3.4378 6.4615 -4.8550
H 0.6374 6.9066 -3.7146
H 2.1066 7.5435 -2.9464
H 1.9538 5.8162 -3.1173
H 2.7070 8.7617 -5.3691
H 1.9528 8.0431 -6.6206
C 4.9672 1.8090 -5.6542
O 4.0774 0.9534 -4.9997
C 4.5355 0.5268 -3.7622
C 3.5928 -0.4704 -3.1544
C 2.6570 0.2619 -2.1668
N 4.2914 -1.5116 -2.4712
H 5.9094 1.3239 -5.9465
H 5.1087 2.7192 -5.0129
H 4.4977 2.1450 -6.5476
H 5.5701 0.1679 -3.8412
H 4.6079 1.4284 -3.1416
H 3.0947 -0.8487 -4.0141
H 3.2710 0.6922 -1.4459
H 1.9169 -0.3822 -1.6654
H 2.1602 1.0813 -2.6653
H 4.9600 -1.9068 -3.1027
H 3.6543 -2.2845 -2.1768
C 4.5993 -6.1767 -1.6080
O 3.2114 -6.2612 -1.6180
C 2.5820 -5.8345 -0.4624
C 1.2203 -5.2153 -0.7973
C 1.1575 -4.3755 -2.1529
N 0.5804 -4.3279 0.2420
H 5.1141 -7.1079 -1.1992
H 4.9368 -5.4053 -0.9459
H 4.9944 -6.0318 -2.5916
H 2.3951 -6.6479 0.2055
H 3.1534 -5.0987 0.1344
H 0.5840 -6.1258 -0.9280
H 1.8553 -4.7413 -2.8876
H 1.4228 -3.3228 -1.9711
H 0.1222 -4.2210 -2.5588
H 0.8617 -3.3612 -0.0129
H 0.8740 -4.5789 1.1813
C -4.5064 8.3319 4.0016
O -4.7141 7.6745 2.7836
C -4.3785 6.2978 2.7513
C -4.8537 5.5733 1.4687
C -4.6291 4.1069 1.5229
N -4.3060 6.1960 0.2531
H -5.1326 9.2330 4.0444
H -3.3622 8.5766 4.1505
H -4.8492 7.6849 4.8232
H -3.3032 6.1933 2.7238
H -4.8844 5.8680 3.6563
H -5.9283 5.7598 1.3326
H -4.8617 3.6488 0.5890
H -5.0936 3.5295 2.3255
H -3.5550 3.8950 1.7113
H -3.3661 5.9282 0.1586
H -4.3263 7.1916 0.3671
C -4.5836 -0.1027 1.4767
O -3.8700 0.8644 2.1809
C -4.3662 1.0272 3.4403
C -3.4296 1.8806 4.2310
C -2.0393 1.4285 3.9216
N -3.7912 1.9378 5.6714
H -4.0015 -0.3913 0.6426
H -5.6003 0.2143 1.1443
H -4.7819 -0.9977 2.1440
H -5.3986 1.4648 3.4213
H -4.4127 0.0259 3.9800
H -3.4456 2.9372 3.8609
H -1.8284 0.3423 4.0585
H -1.2683 2.0522 4.4217
H -1.9180 1.5803 2.8659
H -4.7655 1.9810 5.7495
H -3.5702 2.8331 6.1156
C 6.7924 -5.2724 4.2028
O 5.7646 -4.7599 3.3626
C 4.4733 -4.7605 4.0197
C 3.4843 -4.5443 2.9518
C 3.5068 -3.0787 2.4703
N 2.1266 -4.8701 3.3235
H 6.8065 -4.7749 5.2050
H 7.7262 -5.0586 3.6862
H 6.6264 -6.3579 4.3103
H 4.2523 -5.6313 4.6623
H 4.4690 -3.8424 4.6572
H 3.7901 -5.1765 2.0856
H 2.8727 -2.8990 1.6369
H 4.5187 -2.8681 2.1601
H 3.2031 -2.4588 3.2674
H 1.6413 -4.0789 3.7525
H 2.0560 -5.6776 3.9119
*
```

Properties
SMILES string: C[C@H]1COC(=O)O1.C[C@H]1COC(=O)O1.C[C@H]1COC(=O)O1.C[C@H]1COC(=O)O1.C[C@H]1COC(=O)O1.COC[C@H](C)N.COC[C@H](C)N.COC[C@H](C)N.COC[C@H](C)N.COC[C@H](C)N.COC[C@H](C)N

Here are the Löwdin charges for atoms 1 to 99, given in e: atom 1 (C): -0.013, atom 2 (C): -0.243, atom 3 (C): -0.045, atom 4 (O): 0.076, atom 5 (C): -0.674, atom 6 (O): 0.138, atom 7 (O): 0.094, atom 8 (H): 0.070, atom 9 (H): 0.095, atom 10 (H): 0.054, atom 11 (H): 0.141, atom 12 (H): 0.145, atom 13 (H): 0.128, atom 14 (C): -0.004, atom 15 (C): -0.327, atom 16 (C): -0.073, atom 17 (O): 0.045, atom 18 (C): -0.527, atom 19 (O): 0.144, atom 20 (O): 0.089, atom 21 (H): 0.088, atom 22 (H): 0.090, atom 23 (H): 0.088, atom 24 (H): 0.155, atom 25 (H): 0.134, atom 26 (H): 0.133, atom 27 (C): -0.012, atom 28 (C): -0.287, atom 29 (C): -0.050, atom 30 (O): 0.026, atom 31 (C): -0.589, atom 32 (O): 0.154, atom 33 (O): 0.089, atom 34 (H): 0.102, atom 35 (H): 0.064, atom 36 (H): 0.104, atom 37 (H): 0.147, atom 38 (H): 0.123, atom 39 (H): 0.122, atom 40 (C): -0.015, atom 41 (C): -0.344, atom 42 (C): -0.089, atom 43 (O): 0.068, atom 44 (C): -0.580, atom 45 (O): 0.150, atom 46 (O): 0.074, atom 47 (H): 0.085, atom 48 (H): 0.079, atom 49 (H): 0.095, atom 50 (H): 0.138, atom 51 (H): 0.138, atom 52 (H): 0.123, atom 53 (C): 0.000, atom 54 (C): -0.237, atom 55 (C): -0.053, atom 56 (O): 0.052, atom 57 (C): -0.588, atom 58 (O): 0.090, atom 59 (O): 0.068, atom 60 (H): 0.083, atom 61 (H): 0.080, atom 62 (H): 0.102, atom 63 (H): 0.144, atom 64 (H): 0.131, atom 65 (H): 0.096, atom 66 (C): -0.118, atom 67 (O): -0.169, atom 68 (C): -0.255, atom 69 (C): -0.450, atom 70 (C): -0.063, atom 71 (N): 0.015, atom 72 (H): 0.078, atom 73 (H): 0.070, atom 74 (H): 0.107, atom 75 (H): 0.136, atom 76 (H): 0.127, atom 77 (H): 0.141, atom 78 (H): 0.096, atom 79 (H): 0.068, atom 80 (H): 0.063, atom 81 (H): 0.064, atom 82 (H): 0.089, atom 83 (C): -0.115, atom 84 (O): -0.193, atom 85 (C): -0.230, atom 86 (C): -0.435, atom 87 (C): -0.035, atom 88 (N): 0.045, atom 89 (H): 0.093, atom 90 (H): 0.110, atom 91 (H): 0.063, atom 92 (H): 0.127, atom 93 (H): 0.131, atom 94 (H): 0.112, atom 95 (H): 0.050, atom 96 (H): 0.065, atom 97 (H): 0.070, atom 98 (H): 0.060, atom 99 (H): 0.082



2.
Formula: C45H100ClFN6O13
Source: the Open Molecules 2025 dataset
Level of theory: ωB97M-V with the def2-TZVPD basis set

Structure (ORCA input):
```
! wB97M-V def2-TZVPD RIJCOSX def2/J DEFGRID3
* xyz 0 1
C 5.0442 -2.9368 5.5691
C 4.3175 -3.9971 4.7318
N 3.4550 -3.3968 3.7021
C 2.2143 -4.1560 3.4203
C 1.0312 -3.2627 2.9994
C 0.1310 -2.6874 4.1346
C 1.0069 -1.9239 5.1716
C 0.7693 -0.4191 5.2943
C 1.8550 0.2543 6.1377
Cl 3.2658 0.7661 5.1542
C -1.0362 -1.9158 3.5048
C -2.2656 -2.3186 4.3223
C -2.6111 -1.4775 5.5636
C -2.0080 -1.8556 6.9054
F -2.5083 -3.0832 7.3409
O -1.9494 -3.6858 4.6756
C -0.6160 -3.8373 4.8100
O -0.1353 -4.7762 5.3805
C 4.1801 -3.1099 2.4977
C 3.8392 -1.8229 1.7935
O 5.0287 -3.8524 2.0755
H 5.1143 -1.9956 5.0109
H 4.4946 -2.7171 6.4904
H 6.0513 -3.2590 5.8392
H 3.6740 -4.6093 5.3676
H 5.0410 -4.6793 4.2737
H 2.3906 -4.9122 2.6422
H 1.9541 -4.6991 4.3280
H 1.4087 -2.4055 2.4282
H 0.3967 -3.8340 2.3098
H 0.9174 -2.4042 6.1546
H 2.0531 -2.0494 4.8804
H -0.2019 -0.1825 5.7424
H 0.7862 0.0307 4.2987
H 2.2564 -0.4168 6.9013
H 1.4774 1.1545 6.6227
H -0.8944 -0.8488 3.3320
H -1.1991 -2.3736 2.5195
H -3.1539 -2.3372 3.6858
H -2.3130 -0.4420 5.3394
H -3.6999 -1.4657 5.6931
H -2.3021 -1.1116 7.6543
H -0.9149 -1.9185 6.8910
H 3.2350 -1.1695 2.4254
H 4.7659 -1.3244 1.5006
H 3.2795 -2.0563 0.8807
C -0.0893 2.6032 3.6322
O -0.9187 1.5151 3.2713
C -2.2146 1.8712 2.8027
C -2.3542 1.5559 1.3294
N -1.5111 2.4298 0.5245
C -1.4373 2.0929 -0.8947
C -0.8319 0.7559 -1.3022
O 0.5566 0.6499 -1.0422
C 0.9159 0.2189 0.2520
H 0.8161 2.1787 4.0636
H 0.1908 3.2111 2.7656
H -0.5678 3.2491 4.3745
H -2.4055 2.9323 2.9867
H -2.9495 1.2901 3.3679
H -3.3970 1.7049 1.0308
H -2.1172 0.4906 1.1889
H -0.5768 2.4408 0.9146
H -0.8517 2.8744 -1.3848
H -2.4492 2.1544 -1.3105
H -0.9376 0.6686 -2.3864
H -1.3621 -0.0973 -0.8602
H 0.1785 -0.4786 0.6555
H 1.0351 1.0496 0.9554
H 1.8754 -0.2935 0.1703
C 11.5684 -6.1757 -2.2776
O 10.3151 -5.7967 -2.8030
C 9.2274 -6.6216 -2.4052
C 8.2689 -5.8731 -1.5070
N 8.8729 -5.5788 -0.2183
C 8.0732 -4.7266 0.6567
C 7.7646 -3.3100 0.1944
O 8.8951 -2.4556 0.1367
C 9.6416 -2.5071 -1.0604
H 12.3206 -5.5584 -2.7657
H 11.6342 -6.0203 -1.1948
H 11.7869 -7.2277 -2.4878
H 9.6003 -7.5176 -1.8994
H 8.6977 -6.9334 -3.3097
H 7.3853 -6.4985 -1.3442
H 7.9388 -4.9751 -2.0492
H 9.7774 -5.1500 -0.3670
H 8.5947 -4.6543 1.6142
H 7.1212 -5.2278 0.8528
H 7.0894 -2.8740 0.9310
H 7.2386 -3.2966 -0.7690
H 9.0005 -2.7081 -1.9241
H 10.4305 -3.2654 -1.0318
H 10.1142 -1.5338 -1.1945
C 6.0326 6.0320 -1.6907
O 5.4880 5.0124 -0.8808
C 4.2137 5.3069 -0.3260
C 3.1422 4.4153 -0.9119
N 2.9045 4.7223 -2.3131
C 2.0003 3.8019 -2.9923
C 2.4201 2.3438 -3.1140
O 3.5111 2.1275 -3.9905
C 4.7927 2.2765 -3.4165
H 7.0533 5.7398 -1.9300
H 5.4770 6.1674 -2.6255
H 6.0560 6.9903 -1.1622
H 3.9644 6.3597 -0.4905
H 4.2707 5.1323 0.7521
H 2.2119 4.5792 -0.3571
H 3.4471 3.3727 -0.7405
H 3.7891 4.7451 -2.8044
H 1.8258 4.1852 -4.0006
H 1.0379 3.8329 -2.4697
H 1.5797 1.7928 -3.5428
H 2.6198 1.8882 -2.1390
H 4.7983 1.9727 -2.3651
H 5.1656 3.3036 -3.4821
H 5.4769 1.6337 -3.9703
C -6.2736 2.1231 -1.4586
O -5.5723 3.2013 -2.0494
C -6.3952 4.1875 -2.6574
C -6.3165 5.5008 -1.9107
N -6.9408 5.3964 -0.6010
C -6.7386 6.5424 0.2785
C -5.3096 6.8794 0.6903
O -4.6996 5.8981 1.5086
C -4.1098 4.8204 0.8054
H -5.5303 1.3810 -1.1690
H -6.8270 2.4311 -0.5634
H -6.9646 1.6576 -2.1633
H -7.4323 3.8399 -2.7037
H -6.0369 4.3383 -3.6797
H -6.8397 6.2690 -2.4888
H -5.2563 5.7877 -1.8677
H -6.5974 4.5648 -0.1394
H -7.3131 6.3629 1.1903
H -7.1728 7.4258 -0.2017
H -5.3388 7.7971 1.2827
H -4.6726 7.0785 -0.1804
H -3.7077 5.1386 -0.1597
H -4.8215 4.0053 0.6397
H -3.2887 4.4299 1.4049
C -9.2848 -3.9996 -6.7284
O -8.5281 -2.9353 -7.2648
C -9.2941 -1.9118 -7.8857
C -9.2030 -0.6167 -7.1110
N -9.8702 -0.7260 -5.8233
C -9.6992 0.4188 -4.9392
C -8.2917 0.7675 -4.4707
O -7.7152 -0.1860 -3.5951
C -7.0739 -1.2777 -4.2284
H -8.5801 -4.7681 -6.4163
H -9.8814 -3.6955 -5.8608
H -9.9597 -4.4254 -7.4774
H -10.3379 -2.2264 -7.9802
H -8.8911 -1.7536 -8.8895
H -9.6892 0.1731 -7.6922
H -8.1382 -0.3555 -7.0285
H -9.5504 -1.5631 -5.3536
H -10.3103 0.2469 -4.0500
H -10.1123 1.3002 -5.4415
H -8.3659 1.6984 -3.9016
H -7.6100 0.9601 -5.3082
H -6.6114 -0.9771 -5.1723
H -7.7577 -2.1087 -4.4212
H -6.2952 -1.6333 -3.5535
*
```

Properties
SMILES string: CCN(CC[C@@]1(CCCCl)C[C@H](CCF)OC1=O)C(C)=O.COCCNCCOC.COCCNCCOC.COCCNCCOC.COCCNCCOC.COCCNCCOC

Here are the Löwdin charges for atoms 1 to 99, given in e: atom 1 (C): -0.069, atom 2 (C): -0.219, atom 3 (N): -0.111, atom 4 (C): -0.130, atom 5 (C): -0.083, atom 6 (C): -0.305, atom 7 (C): -0.110, atom 8 (C): -0.260, atom 9 (C): -0.553, atom 10 (Cl): 0.554, atom 11 (C): -0.065, atom 12 (C): -0.241, atom 13 (C): -0.096, atom 14 (C): -0.181, atom 15 (F): -0.038, atom 16 (O): 0.069, atom 17 (C): -0.438, atom 18 (O): 0.145, atom 19 (C): -0.462, atom 20 (C): 0.005, atom 21 (O): 0.101, atom 22 (H): 0.060, atom 23 (H): 0.066, atom 24 (H): 0.070, atom 25 (H): 0.115, atom 26 (H): 0.110, atom 27 (H): 0.132, atom 28 (H): 0.108, atom 29 (H): 0.103, atom 30 (H): 0.129, atom 31 (H): 0.122, atom 32 (H): 0.097, atom 33 (H): 0.099, atom 34 (H): 0.077, atom 35 (H): 0.073, atom 36 (H): 0.069, atom 37 (H): 0.099, atom 38 (H): 0.126, atom 39 (H): 0.151, atom 40 (H): 0.109, atom 41 (H): 0.124, atom 42 (H): 0.125, atom 43 (H): 0.098, atom 44 (H): 0.061, atom 45 (H): 0.093, atom 46 (H): 0.086, atom 47 (C): -0.088, atom 48 (O): -0.232, atom 49 (C): -0.202, atom 50 (C): -0.209, atom 51 (N): -0.038, atom 52 (C): -0.184, atom 53 (C): -0.209, atom 54 (O): -0.190, atom 55 (C): -0.090, atom 56 (H): 0.058, atom 57 (H): 0.086, atom 58 (H): 0.097, atom 59 (H): 0.115, atom 60 (H): 0.120, atom 61 (H): 0.117, atom 62 (H): 0.105, atom 63 (H): 0.075, atom 64 (H): 0.106, atom 65 (H): 0.118, atom 66 (H): 0.124, atom 67 (H): 0.113, atom 68 (H): 0.081, atom 69 (H): 0.082, atom 70 (H): 0.074, atom 71 (C): -0.120, atom 72 (O): -0.195, atom 73 (C): -0.220, atom 74 (C): -0.221, atom 75 (N): -0.050, atom 76 (C): -0.197, atom 77 (C): -0.225, atom 78 (O): -0.179, atom 79 (C): -0.108, atom 80 (H): 0.087, atom 81 (H): 0.081, atom 82 (H): 0.087, atom 83 (H): 0.121, atom 84 (H): 0.121, atom 85 (H): 0.124, atom 86 (H): 0.107, atom 87 (H): 0.073, atom 88 (H): 0.122, atom 89 (H): 0.110, atom 90 (H): 0.099, atom 91 (H): 0.114, atom 92 (H): 0.087, atom 93 (H): 0.073, atom 94 (H): 0.086, atom 95 (C): -0.118, atom 96 (O): -0.193, atom 97 (C): -0.219, atom 98 (C): -0.220, atom 99 (N): -0.047



Per-record electronic energy, eV: -99119.2574 -99078.3363
Per-record Kohn-Sham gap, eV: 9.344 8.648